C31H59FI2N5O4Si3Tl | the ωB97M-V functional and the def2-TZVPD basis

ORCA input file:
```
! wB97M-V def2-TZVPD RIJCOSX def2/J DEFGRID3
* xyz 2 1
Tl -0.08737 0.06543 0.04942
C 4.58984 -0.96580 -6.44455
C 5.05004 -1.24561 -5.02379
N 4.16788 -0.62608 -4.02047
C 3.22728 -1.38034 -3.43986
C 2.30003 -0.93931 -2.53300
C 1.34159 -2.00026 -2.03066
O 1.33074 -3.07564 -2.59725
O 0.63555 -1.70315 -0.99665
C 2.28789 0.43094 -2.17723
O 1.45835 1.00273 -1.40851
C 3.31868 1.25560 -2.80349
C 3.38413 2.62438 -2.49911
C 4.32471 3.41024 -3.08487
F 4.33233 4.73362 -2.83116
C 5.27898 2.89908 -3.98973
C 5.21641 1.55251 -4.29094
C 4.23665 0.72248 -3.71725
N 6.20781 3.75714 -4.58992
C 6.68515 3.56464 -5.93544
C 8.16980 3.22712 -5.96824
N 8.91655 4.31243 -5.23406
C 8.40952 4.48912 -3.82313
C 6.91660 4.78632 -3.86171
H 5.26788 -1.43867 -7.15434
H 4.55562 0.10314 -6.65898
H 3.59251 -1.37314 -6.60887
H 6.07011 -0.90829 -4.84349
H 5.04232 -2.31497 -4.82567
H 3.19334 -2.42634 -3.72053
H 2.66649 3.05108 -1.81177
H 5.93629 1.13446 -4.97823
H 6.52143 4.48332 -6.51698
H 6.12368 2.77828 -6.43418
H 8.56136 3.18118 -6.98282
H 8.38831 2.29618 -5.44700
H 8.80805 5.19480 -5.74142
H 9.91633 4.10641 -5.22304
H 8.97544 5.30017 -3.36836
H 8.61893 3.55749 -3.29957
H 6.74804 5.76873 -4.32198
H 6.55986 4.85387 -2.83916
I 3.42413 0.71332 1.40352
C 2.71794 2.56370 2.14700
I 1.38617 3.60713 0.86609
H 3.57042 3.20865 2.31479
H 2.18925 2.37274 3.07442
C -2.53847 -1.78579 -1.90422
O -2.27793 -1.12996 -0.65618
Si -2.16416 -2.00369 0.78382
C -3.88425 -2.31089 1.42495
C -1.38131 -3.64462 0.39683
C -1.10020 -0.77937 1.80461
Si 0.09243 -1.69695 2.98675
C -0.92556 -2.85887 4.04998
C 0.97973 -0.51884 4.14900
C 1.40104 -2.68017 2.07841
Si -2.13965 0.57953 2.64953
C -3.24019 1.40568 1.35996
C -3.16080 -0.10673 4.05572
C -1.13419 1.96960 3.40021
H -3.44348 -2.39321 -1.84009
H -1.69322 -2.41686 -2.18222
H -2.67505 -1.01793 -2.66337
H -4.41551 -2.87022 0.64880
H -4.45961 -1.41113 1.63752
H -3.87672 -2.93893 2.31802
H -2.10940 -4.26077 -0.13775
H -1.09464 -4.19907 1.29062
H -0.50062 -3.52529 -0.23493
H -1.42313 -2.32761 4.86252
H -0.25772 -3.59467 4.50515
H -1.68953 -3.41281 3.50419
H 0.34576 -0.22188 4.98610
H 1.33233 0.38648 3.65592
H 1.85115 -1.03066 4.56438
H 1.00037 -3.50963 1.49675
H 2.07329 -3.09311 2.83639
H 1.99933 -2.07026 1.40000
H -3.68520 0.71550 0.64228
H -2.67770 2.17276 0.81775
H -4.05658 1.92929 1.86431
H -3.80350 -0.94549 3.79691
H -3.79798 0.70219 4.42409
H -2.52522 -0.41219 4.88951
H -0.34384 2.33055 2.74240
H -0.69397 1.70351 4.35913
H -1.81422 2.80888 3.57403
C -1.26835 3.81973 -3.19260
C -1.75530 2.41647 -3.56573
C -1.29667 2.06892 -4.97748
C -3.27361 2.32954 -3.46482
N -1.15559 1.36770 -2.70652
N -1.36062 1.55891 -1.31056
H -1.60366 4.54130 -3.93798
H -0.17548 3.85588 -3.15764
H -1.66527 4.16427 -2.23403
H -1.74429 2.75028 -5.70049
H -1.58721 1.04972 -5.23248
H -0.20929 2.15349 -5.06469
H -3.73791 3.05058 -4.13766
H -3.62818 2.55930 -2.45711
H -3.61856 1.33158 -3.73751
H -0.15084 1.37231 -2.83635
H -2.30464 1.26157 -1.08409
H -1.24854 2.53356 -1.02793
*
```

Its relative energy (zero: lowest compared OMol25 entry of this formula, charge and spin) is 0.00 kcal per mole. The HOMO-LUMO gap is 8.23 eV.